<one>
Computed, not measured: a molecular structure, C54H134Hg2N12O16, with ωB97M-V/def2-TZVPD.

Computed properties:
LUMO level (eV): -4.9
Molecular weight (g/mol): 1608.9
Charge: +2
Frontier orbital gap (Eh): 0.267

Cartesian coordinates (Å):
Hg  -4.3796  1.6284  1.0375
Hg  3.8102  0.2907  -1.9290
C  -0.6763  0.7109  -1.1600
C  -1.8057  1.2067  -0.3655
C  -1.4937  1.6035  1.1558
O  -2.4273  1.9370  1.9118
C  -0.1782  1.4777  1.6953
C  0.7589  0.8884  0.9024
C  0.5227  0.5246  -0.5734
O  1.4889  0.0866  -1.3642
O  1.9690  0.7978  1.4774
O  -2.9773  1.3001  -0.7457
H  -0.8608  0.4300  -2.1863
H  0.0613  1.6742  2.7299
C  -3.4578  -1.8598  -4.6456
C  -2.6762  -0.7652  -3.9347
C  -2.8215  0.6531  -4.6040
O  -2.6349  0.6378  -6.0458
C  -2.9035  1.8693  -6.7870
N  -3.2198  -0.7317  -2.5324
H  -3.2810  -2.8232  -4.1674
H  -3.1831  -1.8786  -5.7002
H  -4.5422  -1.7549  -4.6791
H  -1.6008  -0.9383  -3.8950
H  -2.1623  1.4049  -4.1699
H  -3.8166  1.0775  -4.4710
H  -2.6557  1.6473  -7.8250
H  -2.2574  2.6346  -6.3570
H  -3.8996  2.2883  -6.6441
H  -2.7795  -1.5007  -2.0477
H  -2.7358  -0.0056  -2.0238
C  -2.3738  -0.5941  4.3125
C  -3.1956  -1.2208  3.1256
C  -3.7990  -2.5422  3.5455
O  -4.5561  -3.0620  2.4835
C  -5.4404  -4.1186  2.8053
N  -4.2010  -0.2696  2.6694
H  -1.3056  -0.5613  4.0985
H  -2.6508  -0.9861  5.2911
H  -2.6212  0.4612  4.4281
H  -2.5445  -1.4087  2.2719
H  -4.5716  -2.3764  4.2963
H  -3.2324  -3.1913  4.2131
H  -5.5760  -4.5784  1.8263
H  -6.4462  -3.7754  3.0477
H  -4.9958  -4.7890  3.5408
H  -4.3883  0.2719  3.5011
H  -4.9922  -0.8569  2.4477
C  2.3471  0.3989  6.3396
C  1.7362  1.7836  6.0869
C  2.0041  2.6486  7.3246
O  1.2064  2.3167  8.3820
C  1.8086  2.0444  9.5855
N  2.2657  2.4227  4.8652
H  2.0112  -0.2648  5.5429
H  1.9915  -0.0008  7.2893
H  3.4342  0.3470  6.2806
H  0.6650  1.6979  5.9045
H  1.7096  3.6789  7.1247
H  3.0662  2.5482  7.5482
H  1.8284  0.9827  9.8315
H  1.1541  2.4411  10.3616
H  2.7815  2.4050  9.9195
H  2.1127  1.7449  4.1322
H  3.2250  2.4767  5.1766
C  -5.8987  -2.2808  -1.5132
C  -6.1822  -1.1701  -0.5516
C  -7.0539  -1.6131  0.5993
O  -7.2483  -0.4027  1.3449
C  -7.5927  -0.6540  2.7037
N  -4.8775  -0.7170  -0.1136
H  -5.2434  -2.1295  -2.3710
H  -6.8316  -2.6858  -1.9053
H  -5.3145  -3.0473  -1.0040
H  -6.7515  -0.4233  -1.1051
H  -6.6138  -2.4583  1.1285
H  -8.0605  -1.9550  0.3583
H  -7.3171  0.3164  3.1166
H  -6.9183  -1.3973  3.1290
H  -8.6187  -0.9543  2.9163
H  -4.2753  -0.7394  -0.9241
H  -4.5978  -1.5836  0.3231
C  4.7492  4.2569  -1.2944
C  4.5418  3.2618  -0.1287
C  4.1213  3.8895  1.2466
O  5.2605  4.7066  1.6483
C  5.4060  4.7767  3.0937
N  3.5390  2.3099  -0.6075
H  4.8231  3.6889  -2.2217
H  5.5474  4.9987  -1.2699
H  3.7936  4.7703  -1.4009
H  5.4368  2.6866  0.1082
H  3.9877  3.0388  1.9148
H  3.2016  4.4730  1.2053
H  5.4420  3.8099  3.5957
H  4.6948  5.4118  3.6218
H  6.4230  5.1470  3.2225
H  2.7419  2.8882  -0.8320
H  3.2321  1.8125  0.2162
C  -6.4299  4.0202  -1.8107
C  -5.5207  3.4018  -0.7903
C  -4.8092  4.5188  0.0971
O  -3.6486  3.9068  0.7507
C  -3.0912  4.7933  1.7970
N  -6.3192  2.3523  -0.1320
H  -6.8749  3.2305  -2.4162
H  -5.9164  4.6269  -2.5566
H  -7.2204  4.6266  -1.3686
H  -4.7979  2.8391  -1.3811
H  -5.5607  4.8151  0.8290
H  -4.3704  5.3240  -0.4921
H  -2.3027  5.3347  1.2742
H  -2.7251  4.3288  2.7126
H  -3.7476  5.6065  2.1066
H  -6.7735  1.7983  -0.8439
H  -7.1631  2.7111  0.2915
C  -0.2956  -2.6016  -0.2537
C  -1.3580  -3.5929  0.1189
C  -1.2128  -4.5031  1.3715
O  -2.2677  -5.4404  1.5606
C  -2.3942  -6.3859  0.4857
N  -2.6772  -2.9254  0.2945
H  -0.6617  -2.1342  -1.1678
H  0.6871  -2.9714  -0.5464
H  -0.1563  -1.7511  0.4136
H  -1.6706  -4.1672  -0.7533
H  -0.9443  -3.8311  2.1867
H  -0.3235  -5.1291  1.2984
H  -1.4879  -6.5730  -0.0902
H  -3.2984  -6.2530  -0.1082
H  -2.5772  -7.3648  0.9288
H  -3.2334  -3.4888  0.9216
H  -2.5178  -2.1358  0.9038
C  1.9764  -2.4974  -3.7632
C  2.9469  -3.0801  -2.7494
C  3.8077  -4.2941  -3.3127
O  4.4426  -4.9529  -2.2636
C  5.1218  -6.1078  -2.6301
N  3.9861  -1.9755  -2.4330
H  1.4448  -3.1842  -4.4218
H  2.4232  -1.8134  -4.4848
H  1.1570  -1.9564  -3.2900
H  2.5117  -3.4647  -1.8270
H  4.5142  -4.0507  -4.1063
H  3.0191  -4.9137  -3.7396
H  5.5204  -6.6973  -1.8044
H  6.0364  -5.9288  -3.1954
H  4.3631  -6.8069  -2.9818
H  4.3216  -2.3609  -1.5618
H  4.7643  -2.2451  -3.0177
C  5.4841  0.1241  2.1349
C  5.6721  -0.5421  0.7223
C  6.5026  -1.7898  0.5421
O  6.7352  -1.9434  -0.8738
C  7.3245  -3.1939  -1.1684
N  4.2823  -0.6996  0.2036
H  4.8202  0.9790  2.0069
H  6.4099  0.3571  2.6610
H  4.8796  -0.4223  2.8589
H  6.0687  0.2141  0.0448
H  5.9558  -2.5930  1.0362
H  7.4231  -1.6950  1.1182
H  6.6650  -4.0428  -0.9878
H  8.1173  -3.4135  -0.4534
H  7.6998  -3.2453  -2.1905
H  3.9086  -0.1475  0.9623
H  3.9855  -1.6061  0.5358
C  0.9204  6.0104  -0.4813
C  0.2818  4.6404  -0.7350
C  -1.0716  4.7856  -1.4462
O  -0.9513  5.3747  -2.7127
C  -2.1381  5.4598  -3.4776
N  1.1995  3.7264  -1.5046
H  0.9719  6.6299  -1.3767
H  1.9540  5.9049  -0.1514
H  0.2957  6.4018  0.3216
H  0.1164  4.0812  0.1859
H  -1.6897  5.3966  -0.7883
H  -1.5624  3.8192  -1.5611
H  -2.8656  6.1312  -3.0214
H  -2.6439  4.4994  -3.5777
H  -1.9263  5.9530  -4.4263
H  1.3116  4.0341  -2.4601
H  0.7826  2.8066  -1.4901
C  3.8966  -5.2484  0.6977
C  3.4701  -4.8393  2.2013
C  2.7143  -3.5189  2.1397
O  2.0498  -3.2805  3.4107
C  1.3817  -2.0598  3.6110
N  2.6473  -5.9775  2.6724
H  3.0251  -5.4422  0.0723
H  4.4820  -6.1673  0.7279
H  4.4253  -4.3994  0.2642
H  4.2828  -4.6430  2.9007
H  1.8791  -3.6650  1.4547
H  3.3475  -2.6610  1.9134
H  2.0405  -1.2057  3.4537
H  0.8678  -2.0444  4.5721
H  0.5203  -2.0570  2.9431
H  2.0546  -5.6583  3.4254
H  3.3627  -6.5329  3.1195
C  2.9599  2.8843  -5.1206
C  2.3161  1.7490  -4.4368
C  1.0229  1.2200  -5.1424
O  1.3331  0.6248  -6.4592
C  0.2283  0.4061  -7.2948
N  3.3724  0.7351  -4.2656
H  2.2082  3.6233  -5.3978
H  3.2299  2.4792  -6.0958
H  3.7925  3.4100  -4.6530
H  1.9742  2.1131  -3.4679
H  0.3070  2.0407  -5.1863
H  0.6154  0.4432  -4.4953
H  -0.4495  -0.1906  -6.6843
H  0.4265  -0.1760  -8.1948
H  -0.1815  1.3372  -7.6863
H  3.2977  0.2910  -5.1697
H  4.2966  1.1413  -4.2346

***

<two>
Computed, not measured: a molecular structure, C54H134Hg2N12O16, with ωB97M-V/def2-TZVPD.

Computed properties:
LUMO level (eV): -6.7
Molecular weight (g/mol): 1608.9
Charge: +2
Frontier orbital gap (Eh): 0.195

Cartesian coordinates (Å):
Hg  20.2057  -5.0659  -22.8871
Hg  21.8987  2.3170  -23.4644
C  19.6865  -0.2750  -20.4930
C  20.0602  0.5562  -21.5456
C  19.8258  0.0714  -22.9952
O  20.1028  0.8850  -23.9075
C  19.4245  -1.2475  -23.2601
C  19.0170  -2.0555  -22.1906
C  19.0590  -1.4988  -20.7910
O  18.6884  -2.2309  -19.8592
O  18.5632  -3.2236  -22.4176
O  20.7084  1.6133  -21.4178
H  19.6898  0.0988  -19.4840
H  19.3566  -1.5439  -24.2943
C  15.7849  3.4060  -22.1632
C  16.7118  2.2021  -22.2294
C  16.0006  0.8762  -22.2170
O  15.3445  0.5618  -21.0219
C  16.0987  0.7180  -19.8445
N  17.4864  2.3328  -23.4853
H  14.9562  3.2733  -22.8686
H  16.3179  4.3470  -22.2848
H  15.2393  3.4963  -21.2169
H  17.4066  2.2999  -21.3893
H  16.7191  0.0668  -22.4549
H  15.2452  0.8017  -23.0042
H  15.5171  0.3408  -19.0096
H  16.2912  1.7795  -19.6246
H  17.0723  0.2062  -19.8635
H  16.8736  2.6001  -24.2493
H  17.9106  1.4264  -23.6554
C  24.7232  3.8155  -19.9480
C  24.1960  2.6344  -20.7489
C  23.7226  1.4843  -19.9077
O  23.0554  1.9003  -18.7705
C  22.5772  0.8200  -18.0099
N  23.0581  3.1362  -21.6267
H  24.9848  4.6791  -20.5548
H  25.5805  3.4681  -19.3698
H  23.9400  4.1091  -19.2476
H  24.8973  2.2585  -21.4984
H  24.6142  0.8902  -19.6477
H  23.1106  0.7684  -20.4775
H  21.7107  0.3306  -18.4625
H  22.2819  1.1394  -17.0109
H  23.3723  0.0763  -17.8554
H  23.0681  4.1584  -21.6887
H  22.2093  2.9950  -21.0610
C  18.7464  0.3967  -15.4094
C  18.8231  -0.9849  -16.0427
C  17.5786  -1.3626  -16.8374
O  16.4046  -1.3188  -16.1044
C  15.2602  -1.2531  -16.9250
N  20.0345  -1.1546  -16.8419
H  19.6712  0.7009  -14.9280
H  17.9449  0.3470  -14.6686
H  18.4030  1.1320  -16.1440
H  18.8632  -1.7026  -15.2107
H  17.7968  -2.3688  -17.2302
H  17.5518  -0.6824  -17.7063
H  14.9763  -0.2184  -17.1514
H  14.3947  -1.6285  -16.3745
H  15.4255  -1.8672  -17.8111
H  19.8655  -1.8044  -17.6180
H  20.3307  -0.3396  -17.3671
C  16.7244  -6.9627  -23.5887
C  17.9297  -7.0131  -24.5236
C  17.5354  -7.3014  -25.9474
O  18.6256  -7.1734  -26.8173
C  18.2838  -7.6229  -28.1004
N  18.6491  -5.7096  -24.4534
H  16.0697  -7.8323  -23.6987
H  16.1244  -6.0586  -23.6921
H  17.0595  -7.1079  -22.5600
H  18.5254  -7.8116  -24.0778
H  16.6886  -6.6710  -26.2643
H  17.1101  -8.3159  -25.9824
H  18.0777  -8.6941  -28.1602
H  19.0955  -7.3528  -28.7703
H  17.3932  -7.1204  -28.5013
H  19.3410  -5.6566  -25.2078
H  17.8964  -5.0245  -24.7218
C  15.0455  -3.9209  -26.6744
C  15.5202  -3.1323  -25.4618
C  14.6823  -3.3856  -24.2360
O  13.3469  -3.0862  -24.5491
C  12.5645  -2.9550  -23.3896
N  16.9661  -3.3986  -25.2032
H  15.1132  -4.9993  -26.4925
H  15.6521  -3.7122  -27.5573
H  14.0002  -3.6862  -26.8684
H  15.5049  -2.0821  -25.7883
H  15.0678  -2.7907  -23.3988
H  14.6590  -4.4535  -23.9727
H  12.9373  -2.1835  -22.7180
H  12.5551  -3.9214  -22.8693
H  11.5236  -2.7059  -23.5873
H  17.2481  -2.9552  -24.3241
H  17.5090  -2.8482  -25.8688
C  18.0714  4.2845  -28.6190
C  17.6352  3.6495  -27.3330
C  16.5006  2.6597  -27.5627
O  16.1246  2.0900  -26.3172
C  14.7766  1.6426  -26.3081
N  18.8011  2.9549  -26.7085
H  18.7950  5.0883  -28.4929
H  17.2483  4.6779  -29.2218
H  18.5179  3.5666  -29.3189
H  17.2968  4.3631  -26.5775
H  16.8306  1.8241  -28.1906
H  15.6493  3.2062  -27.9776
H  14.4647  1.3231  -27.3107
H  14.0668  2.4211  -26.0138
H  14.7016  0.7640  -25.6717
H  19.0303  2.2049  -27.3751
H  18.4714  2.3986  -25.9131
C  15.1842  -4.7190  -18.3993
C  15.4178  -4.8266  -19.8948
C  14.2125  -5.2694  -20.6679
O  14.0697  -6.6576  -20.5447
C  13.0580  -7.2202  -21.3284
N  15.8345  -3.4826  -20.3629
H  14.9509  -5.7074  -17.9882
H  14.2715  -4.1659  -18.1732
H  16.0501  -4.2830  -17.9054
H  16.2828  -5.4443  -20.1089
H  14.3881  -4.9893  -21.7241
H  13.2664  -4.7833  -20.3983
H  12.9825  -8.2789  -21.0885
H  13.2856  -7.1682  -22.4006
H  12.1022  -6.7427  -21.0918
H  16.1294  -3.4831  -21.3465
H  16.7455  -3.2176  -19.9691
C  17.6077  3.8330  -14.3755
C  17.3505  4.6978  -15.6127
C  17.5656  4.0278  -16.9558
O  18.8777  3.4938  -17.0340
C  19.1021  2.9039  -18.2824
N  15.9872  5.3295  -15.5963
H  16.8865  3.0143  -14.3077
H  17.6108  4.4684  -13.4899
H  18.6155  3.4105  -14.4212
H  18.0630  5.5281  -15.5077
H  17.3867  4.8099  -17.7025
H  16.8444  3.1965  -17.0388
H  18.8456  3.5867  -19.0999
H  18.5834  1.9579  -18.4983
H  20.1824  2.7431  -18.3340
H  16.0308  5.9881  -14.8175
H  15.3840  4.5992  -15.2035
C  19.5413  4.6490  -21.3164
C  19.7970  5.1834  -22.7208
C  20.8929  6.2145  -22.7885
O  22.1535  5.8152  -22.3050
C  23.1574  6.7447  -22.6584
N  20.0448  4.0166  -23.6245
H  18.8153  3.8409  -21.3538
H  19.2261  5.4481  -20.6462
H  20.4559  4.2083  -20.9181
H  18.8834  5.6882  -23.0616
H  20.5909  7.0645  -22.1621
H  21.0242  6.6075  -23.8048
H  24.1075  6.3255  -22.3395
H  22.9205  7.7700  -22.3659
H  23.2464  6.8010  -23.7607
H  19.7735  4.3271  -24.5649
H  19.2531  3.3612  -23.4811
C  21.9113  4.6886  -26.5255
C  22.5698  3.3217  -26.5891
C  23.9939  3.3039  -26.0602
O  24.0373  3.5194  -24.6846
C  25.3413  3.8301  -24.2433
N  21.7087  2.3121  -25.8572
H  20.9624  4.7477  -27.0526
H  22.5690  5.4937  -26.8596
H  21.6923  4.9498  -25.4875
H  22.6311  3.0676  -27.6548
H  24.5539  4.0940  -26.5670
H  24.4101  2.3358  -26.3784
H  25.8222  4.5913  -24.8631
H  25.9974  2.9537  -24.2087
H  25.2837  4.2275  -23.2309
H  20.7872  2.3262  -26.3230
H  22.1302  1.4373  -26.1934
C  19.5495  -5.1282  -18.4630
C  19.9746  -5.7546  -19.7881
C  18.8377  -6.3961  -20.5515
O  19.3625  -7.0185  -21.7120
C  19.4929  -8.4337  -21.6688
N  20.5256  -4.6601  -20.6410
H  20.3616  -4.5351  -18.0412
H  19.3119  -5.8913  -17.7181
H  18.6622  -4.5039  -18.5885
H  20.7387  -6.5206  -19.6350
H  18.1005  -5.6263  -20.7949
H  18.2711  -7.1245  -19.9655
H  19.9678  -8.7688  -22.5879
H  18.4929  -8.8764  -21.6130
H  20.0702  -8.8236  -20.8266
H  21.5092  -4.4811  -20.4314
H  20.1156  -3.7386  -20.4076
C  23.7294  -4.4356  -17.1729
C  23.7926  -4.8596  -18.6268
C  23.5623  -3.7133  -19.5946
O  22.4478  -2.9530  -19.1617
C  22.2291  -1.7832  -19.9096
N  25.0857  -5.5293  -18.8841
H  22.7478  -4.0150  -16.9528
H  24.4414  -3.6352  -16.9472
H  23.9160  -5.2718  -16.5056
H  23.0535  -5.6667  -18.7538
H  23.5868  -3.9267  -20.6835
H  24.4672  -3.0724  -19.5850
H  21.6821  -1.0714  -19.2918
H  21.5569  -1.9893  -20.7559
H  23.1370  -1.2530  -20.2139
H  25.7928  -4.7911  -18.8002
H  25.2030  -5.8215  -19.8541

***

Relative energies, in eV, with the most stable structure set to zero: <one> 5.781; <two> 0.000.